A) Formula: C21H28N4O3
Source: OMol25
Level of theory: the ωB97M-V functional and the def2-TZVPD basis

Results
HOMO energy: -7.404 eV
2S+1: 1
HOMO-LUMO gap: 8.17 eV

Geometry (Å):
1 O 3.07318 -0.13709 1.05831
2 O 5.07910 -0.22762 -0.15706
3 O -3.43942 1.10767 1.16243
4 N -1.82820 1.21728 -1.19906
5 N 1.73928 -0.90387 -1.45179
6 N -0.48971 -0.72542 -0.93045
7 N -0.57904 -1.99962 -0.54349
8 C 0.63885 -0.11207 -1.36640
9 C -4.02526 -0.80457 -0.07041
10 C 3.75782 -0.67568 -0.03600
11 C -0.91129 3.26570 -2.03780
12 C 3.09673 -0.43742 -1.41258
13 C -1.85304 -2.18177 -0.20271
14 C -6.32857 -1.49516 -0.27775
15 C -4.43433 0.31275 0.68112
16 C -1.70458 -0.05753 -0.83548
17 C -6.72634 -0.38497 0.44089
18 C 0.50571 1.21128 -1.73656
19 C 2.76537 1.25152 1.08166
20 C -4.98228 -1.69670 -0.53114
21 C 6.52857 -2.05011 0.61647
22 C -2.60993 -1.00667 -0.35733
23 C -3.78577 2.31403 1.78894
24 C -2.31981 -3.50208 0.29737
25 C 3.97107 2.17244 1.23651
26 C -5.78688 0.51484 0.92010
27 C 5.95563 -0.66061 0.87596
28 C -0.75693 1.83288 -1.63363
29 H -4.39071 2.94879 1.13345
30 H 3.14066 0.62226 -1.65945
31 H 7.02160 -2.07316 -0.35200
32 H -6.12353 1.36870 1.48762
33 H 7.25236 -2.29354 1.38915
34 H -2.63407 -4.13292 -0.53428
35 H -7.06069 -2.19750 -0.64742
36 H 3.62366 3.19849 1.32961
37 H 3.69684 -0.98146 -2.14845
38 H -4.32389 2.14510 2.72917
39 H 1.57133 -1.82379 -1.05806
40 H 6.76046 0.07876 0.89117
41 H 5.42938 -0.63559 1.83700
42 H -4.66472 -2.54792 -1.11461
43 H -7.77402 -0.21073 0.63863
44 H 2.19046 1.53328 0.19223
45 H -0.62944 3.39709 -3.08122
46 H 4.53446 1.91043 2.12862
47 H -2.84274 2.81562 2.00211
48 H 2.10987 1.34524 1.95198
49 H -1.50767 -4.00637 0.81500
50 H 1.34301 1.76601 -2.12621
51 H -1.94542 3.56678 -1.90345
52 H -0.26857 3.90139 -1.43051
53 H 5.74497 -2.80385 0.62667
54 H -3.16392 -3.37046 0.97002
55 H 4.62877 2.09649 0.37485
56 H 3.73161 -1.75855 0.17823


B) Formula: C21H28N4O3
Source: OMol25
Level of theory: the ωB97M-V functional and the def2-TZVPD basis

Results
HOMO energy: -8.674 eV
2S+1: 1
HOMO-LUMO gap: 9.30 eV

Geometry (Å):
1 O -2.41539 -2.65758 -0.91094
2 O 4.75929 0.54210 1.56059
3 O 0.32683 2.77118 -1.91615
4 N 3.52136 0.06316 -0.26817
5 N -0.62616 0.74992 -1.59717
6 N -3.91313 0.54183 1.51971
7 N -2.77856 1.12703 1.88725
8 C -2.19326 1.76743 0.85561
9 C -2.99968 1.58392 -0.25063
10 C -0.12541 -2.82105 -1.36402
11 C 1.56012 -2.24825 0.26576
12 C 0.54492 -1.88010 1.13715
13 C -2.73564 2.03259 -1.64611
14 C -1.81615 1.03308 -2.37355
15 C 0.31472 1.68893 -1.36893
16 C -4.06355 0.80793 0.23330
17 C 1.40278 1.23894 -0.39322
18 C 1.19786 -2.71821 -0.99492
19 C -0.79316 -1.99692 0.79003
20 C 3.51784 2.32760 0.51059
21 C 3.99684 0.90134 0.68467
22 C 3.89088 -1.33344 -0.24400
23 C 3.00221 -2.17819 0.68299
24 C -3.46145 -2.65877 0.03732
25 C -1.14150 -2.48016 -0.46707
26 C 1.99242 2.42522 0.38006
27 C 2.51775 0.54278 -1.18637
28 C -2.31670 1.04526 3.24234
29 H 0.79979 -1.51484 2.12263
30 H 0.98339 0.50210 0.29905
31 H 1.73714 3.34663 -0.14873
32 H -3.26540 -3.37962 0.83677
33 H -4.92111 0.44598 -0.29858
34 H -0.40600 -3.19223 -2.33701
35 H 3.41580 -3.19015 0.70395
36 H 4.91640 -1.38331 0.13205
37 H -0.62806 -0.09301 -1.04361
38 H 3.86668 -1.71658 -1.26609
39 H -1.51063 1.46297 -3.33078
40 H 3.07700 -1.76442 1.68969
41 H -2.23646 3.00233 -1.63057
42 H -4.35148 -2.96152 -0.51130
43 H 2.95122 1.25623 -1.89806
44 H -1.55397 -1.72185 1.50390
45 H 1.96258 -3.03051 -1.69115
46 H -3.67030 2.12271 -2.20032
47 H 1.54628 2.47140 1.37502
48 H -3.62717 -1.66922 0.47065
49 H 3.87012 2.91794 1.35606
50 H -1.31536 0.61159 3.28217
51 H 2.11278 -0.30145 -1.74615
52 H -2.29080 2.03509 3.70229
53 H 3.98970 2.71878 -0.39390
54 H -1.27439 2.30649 0.96905
55 H -3.01054 0.41273 3.79250
56 H -2.33334 0.08815 -2.54562


The structure with the greatest stability is B).


A) Formula: C3H4BrF3
Source: OMol25
Level of theory: the ωB97M-V functional and the def2-TZVPD basis

Results
HOMO energy (spin up / spin down): -9.438 / -7.802 eV
2S+1: 1
HOMO-LUMO gap (spin up / spin down): 9.96 / 6.61 eV

Geometry (Å):
1 Br -0.00964 -2.40292 -0.33888
2 F -0.65766 1.76607 -1.32682
3 F -1.17190 -1.66575 2.00904
4 F -2.46288 -1.44466 0.27435
5 C -1.20195 -1.30855 0.71414
6 C 1.26434 0.69936 -0.39504
7 C -0.01518 1.34710 -0.25448
8 H 1.88935 1.19603 -1.13385
9 H 1.14025 -0.33785 -0.78389
10 H -0.53625 1.54154 0.66953
11 H 1.76151 0.60964 0.56590


B) Formula: C3H4BrF3
Source: OMol25
Level of theory: the ωB97M-V functional and the def2-TZVPD basis

Results
HOMO energy: -10.911 eV
2S+1: 1
HOMO-LUMO gap: 11.47 eV

Geometry (Å):
1 Br 0.81326 -1.32225 -1.95312
2 F -1.69289 -1.18288 -1.24053
3 F -1.44019 0.54530 1.23539
4 F -0.97738 0.83266 -1.58317
5 C -0.34672 -0.19190 0.64963
6 C 0.97865 0.57530 0.71292
7 C -0.66393 -0.38870 -1.11170
8 H 1.74028 0.08823 0.15840
9 H 0.72311 1.49388 0.22355
10 H -0.47923 -1.24024 1.18870
11 H 1.34503 0.79062 1.71992


The structure with the greatest stability is B).